1.
Below is a 4-piece molecular cluster, C5H8N2O2 overall at a distorted geometry, with properties calculated with wB97M-V/def2-TZVPD.

Output
- Energy above the lowest of the compared OMol25 structures with the same formula, charge and spin: 209.3 kcal per mole
- Total energy: -455.02495 a.u.
- LUMO level: -0.28 eV
- Largest force on an atom: 5.53 eV/A
- HOMO-LUMO gap: 8.85 eV

Each line ends with the Löwdin charge.
Atoms and positions in Å:
C1 0.72922 1.84735 2.48828  -0.274
C2 -0.41858 0.97894 0.78014  -0.248
C3 -1.84917 -0.11500 -0.77551  -0.274
C4 0.53477 -0.93407 -0.67699  -0.255
C5 2.03371 -0.34128 -0.77601  -0.019
H1 2.33267 1.88106 2.90100  0.162
H2 0.26848 3.21579 1.90917  0.140
H3 -0.24090 1.25208 3.66858  0.162
H4 -1.11028 1.83072 0.79178  0.132
H5 -2.50776 0.58561 -0.39330  0.109
H6 2.46462 -0.90356 -1.68221  0.102
H7 2.75129 -0.59242 0.04305  0.081
H8 2.05179 0.74458 -0.78090  0.052
N1 0.71071 1.01523 1.42197  -0.152
N2 -0.56920 0.04588 -0.13389  0.044
O1 -2.04643 -0.95803 -1.53815  0.144
O2 0.39891 -2.04912 -1.17599  0.094

---

2.
Below is one molecule with the formula C5H8N2O2 at a distorted geometry, with properties calculated with wB97M-V/def2-TZVPD.

Output
- Energy above the lowest of the compared OMol25 structures with the same formula, charge and spin: 79.9 kcal per mole
- Total energy: -455.23122 a.u.
- LUMO level: 0.55 eV
- Largest force on an atom: 5.24 eV/A
- SMILES: C/C=C(/N=C\N)C(=O)O
- HOMO-LUMO gap: 9.22 eV

Each line ends with the Löwdin charge.
Atoms and positions in Å:
C1 1.80986 2.02828 0.09816  -0.098
C2 0.55088 1.42315 -0.12670  -0.069
C3 0.14756 0.14379 -0.29693  -0.239
N1 -1.10010 -0.16796 -0.87239  0.086
C4 -2.31350 -0.17732 -0.45836  -0.218
N2 -2.96998 0.44923 0.70932  0.002
C5 1.02258 -0.89811 0.07825  -0.437
O1 2.26987 -0.76025 0.14814  0.042
O2 0.58448 -2.18405 0.26626  0.088
H1 2.44708 2.13475 -0.72675  0.078
H2 1.65716 2.88271 0.70862  0.070
H3 2.61681 1.53519 0.72182  0.107
H4 -0.34264 1.97786 -0.31885  0.114
H5 -3.09739 -0.32091 -1.23570  0.116
H6 -3.92992 0.09741 1.15204  0.122
H7 -2.46894 0.75962 1.62790  0.106
H8 1.46936 -2.59986 0.13068  0.131

---

3.
Below is one molecule with the formula C5H8N2O2 at a distorted geometry, with properties calculated with wB97M-V/def2-TZVPD.

Output
- Energy above the lowest of the compared OMol25 structures with the same formula, charge and spin: 135.4 kcal per mole
- Total energy: -455.14275 a.u.
- LUMO level (alpha / beta): -0.42 / -0.42 eV
- Largest force on an atom: 2.32 eV/A
- HOMO-LUMO gap (alpha / beta): 7.54 / 7.54 eV

Each line ends with the Löwdin charge.
Atoms and positions in Å:
C1 1.12489 1.07163 -0.70335  -0.046
N1 0.52102 -1.46876 0.09953  -0.014
C2 0.00280 -1.14008 1.27471  -0.550
C3 -0.15284 0.28830 -0.70093  -0.329
C4 -1.39471 0.82279 1.59078  0.153
C5 -1.03750 0.26457 -1.69940  0.012
O1 1.66863 -2.25816 0.14454  -0.015
N2 -0.72678 0.07113 0.82662  0.035
O2 0.07283 -1.45366 2.43955  0.064
H1 1.68043 -2.70039 -0.71454  0.096
H2 1.87464 0.57909 -1.32161  0.088
H3 1.54589 1.15185 0.29856  0.087
H4 0.95558 2.08102 -1.07881  0.083
H5 -1.43551 0.57041 2.64787  0.113
H6 -1.94112 1.66057 1.17223  0.110
H7 -0.81032 0.77224 -2.62371  0.057
H8 -1.94793 -0.31256 -1.65205  0.055

---

4.
Below is one molecule with the formula C5H8N2O2 at a distorted geometry, with properties calculated with wB97M-V/def2-TZVPD.

Output
- Energy above the lowest of the compared OMol25 structures with the same formula, charge and spin: 80.3 kcal per mole
- Total energy: -455.23059 a.u.
- LUMO level: 0.76 eV
- Largest force on an atom: 2.40 eV/A
- SMILES: O=CN/C=N\C1COC1
- HOMO-LUMO gap: 10.43 eV

Each line ends with the Löwdin charge.
Atoms and positions in Å:
O1 3.14303 -0.78484 -0.01679  0.024
C1 1.91605 -0.70266 -0.11294  -0.312
N1 1.11497 -1.37677 -1.01294  0.085
C2 -0.18306 -1.00797 -1.54632  -0.153
N2 -1.15182 -0.26603 -1.12633  0.073
C3 -1.35939 0.44926 0.13431  -0.283
C4 -0.41736 1.65520 0.25716  -0.128
O2 -0.02515 1.19236 1.59340  -0.147
C5 -0.86979 0.03048 1.53016  -0.147
H1 1.37789 0.02527 0.55845  0.114
H2 1.68230 -2.02655 -1.50197  0.118
H3 -0.33695 -1.47299 -2.54744  0.123
H4 -2.38634 0.80986 0.02260  0.131
H5 -0.91427 2.70830 0.26324  0.142
H6 0.49494 1.71964 -0.38275  0.118
H7 -0.37519 -0.95943 1.64517  0.123
H8 -1.70984 0.00689 2.24300  0.117

---

5.
Below is one molecule with the formula C5H8N2O2 at a distorted geometry, with properties calculated with wB97M-V/def2-TZVPD.

Output
- Energy above the lowest of the compared OMol25 structures with the same formula, charge and spin: 206.7 kcal per mole
- Total energy: -455.02906 a.u.
- LUMO level: 0.64 eV
- Largest force on an atom: 5.65 eV/A
- SMILES: O=CN1C[C@H]2OC[C@@H]2N1
- HOMO-LUMO gap: 10.28 eV

Each line ends with the Löwdin charge.
Atoms and positions in Å:
O1 2.92301 -0.75636 -0.84738  -0.027
C1 2.26996 0.24459 -0.39537  -0.324
N1 1.19154 0.32177 0.37910  -0.195
C2 0.67202 -1.01276 0.95235  -0.036
C3 -0.61245 -0.86483 -0.00768  -0.189
O2 -2.12754 -1.13542 -0.27333  -0.084
C4 -2.25682 0.23223 -0.68993  -0.144
C5 -1.02721 0.52129 0.18940  -0.376
N2 0.13169 1.28561 -0.02806  0.054
H1 2.63586 1.32440 -0.41255  0.148
H2 1.05128 -1.04112 2.12862  0.167
H3 1.34424 -1.69975 0.07593  0.161
H4 0.20695 -1.00833 -0.97112  0.201
H5 -2.10102 0.62122 -1.75683  0.137
H6 -3.36821 0.38646 -0.39036  0.145
H7 -1.36388 0.56281 1.26847  0.173
H8 0.43059 2.01820 0.77874  0.188

---

6.
Below is an isolated ion of composition C5H8N2O2P and charge -1 at a distorted geometry, with properties calculated with wB97M-V/def2-TZVPD.

Output
- Energy above the lowest of the compared OMol25 structures with the same formula, charge and spin: 51.6 kcal per mole
- Total energy: -796.67963 a.u.
- LUMO level (alpha / beta): 3.63 / 3.63 eV
- Largest force on an atom: 3.76 eV/A
- Total charge: -1
- HOMO-LUMO gap (alpha / beta): 7.55 / 7.55 eV

Each line ends with the Löwdin charge.
Atoms and positions in Å:
C1 0.76970 -0.91043 -1.72911  -0.183
C2 -0.42718 -0.18956 -1.87018  -0.255
C3 1.84067 0.10738 0.26571  -0.024
C4 -1.81334 1.65401 -1.45806  -0.177
C5 -0.02453 -0.60273 2.16131  -0.161
N1 1.45657 -0.57136 -0.63271  -0.005
N2 -0.58448 0.95432 -1.27765  -0.062
O1 2.66415 -1.60362 1.91613  -0.374
O2 2.24883 0.64726 3.02077  -0.386
P1 1.86574 -0.36955 2.03004  0.243
H1 1.01279 -1.85898 -2.21000  0.081
H2 -1.23052 -0.65462 -2.52317  0.112
H3 -2.59156 0.89097 -1.71983  0.078
H4 -2.18021 1.82570 -0.51383  0.024
H5 -1.63675 2.59191 -1.92643  0.061
H6 -0.56433 0.27964 1.91152  0.014
H7 -0.50720 -1.31702 1.46610  0.042
H8 -0.29837 -0.87333 3.08939  -0.027